(1)
C50H50InN2O3P2 as an isolated structure, computed with the ωB97M-V functional and the def2-TZVPD basis.

Geometry (Å):
In -0.132 -0.201 -0.023
C 5.304 5.245 1.073
C 4.778 4.775 -0.298
C 5.468 5.570 -1.414
C 5.078 3.287 -0.442
C 6.360 2.822 -0.712
C 6.643 1.469 -0.808
C 5.636 0.538 -0.620
C 4.349 0.959 -0.315
P 2.975 -0.215 0.025
C 3.168 -1.367 -1.385
C 2.957 -0.785 -2.641
C 2.939 -1.559 -3.789
C 3.136 -2.932 -3.703
C 3.343 -3.521 -2.466
C 3.347 -2.747 -1.310
C 3.599 -1.045 1.535
C 2.904 -0.760 2.712
C 3.244 -1.379 3.906
C 4.290 -2.292 3.937
C 5.009 -2.555 2.780
C 4.671 -1.934 1.585
C 4.093 2.328 -0.238
O 2.792 2.663 0.039
C 2.378 3.956 -0.136
C 0.998 4.147 -0.112
C 0.493 5.428 -0.285
C 1.359 6.489 -0.481
C 2.727 6.269 -0.506
C 3.272 5.001 -0.338
P -0.113 2.711 0.136
C -1.257 2.931 -1.275
C -2.390 3.742 -1.261
C -3.179 3.856 -2.397
C -2.841 3.170 -3.556
C -1.710 2.367 -3.580
C -0.927 2.249 -2.443
C -1.089 3.209 1.597
C -0.545 4.025 2.587
C -1.286 4.338 3.721
C -2.568 3.831 3.879
C -3.105 2.993 2.909
C -2.367 2.676 1.779
H 6.382 5.084 1.145
H 4.821 4.689 1.880
H 5.099 6.309 1.217
H 6.548 5.433 -1.380
H 5.282 6.638 -1.307
H 5.109 5.253 -2.395
H 7.164 3.532 -0.858
H 7.651 1.144 -1.030
H 5.848 -0.519 -0.722
H 2.815 0.290 -2.712
H 2.767 -1.093 -4.752
H 3.130 -3.541 -4.599
H 3.501 -4.590 -2.394
H 3.499 -3.229 -0.353
H 2.083 -0.052 2.681
H 2.686 -1.160 4.809
H 4.546 -2.796 4.860
H 5.835 -3.256 2.804
H 5.248 -2.153 0.696
H -0.577 5.592 -0.269
H 0.969 7.490 -0.617
H 3.388 7.114 -0.655
H -2.669 4.276 -0.361
H -4.061 4.484 -2.376
H -3.457 3.266 -4.441
H -1.443 1.829 -4.481
H -0.036 1.626 -2.469
H 0.453 4.428 2.467
H -0.863 4.990 4.477
H -3.154 4.099 4.750
H -4.105 2.594 3.030
H -2.788 2.020 1.024
C -2.886 -2.837 0.313
C -2.750 -1.924 -0.912
C -4.176 -1.668 -1.481
C -1.904 -2.583 -2.003
C -2.307 -0.521 -0.615
H -3.194 -3.845 0.020
H -3.633 -2.436 1.001
H -1.942 -2.918 0.849
H -4.636 -2.629 -1.725
H -4.133 -1.059 -2.385
H -4.809 -1.160 -0.749
H -2.323 -3.549 -2.292
H -0.880 -2.752 -1.653
H -1.859 -1.942 -2.885
H -2.733 -0.241 0.370
N -0.552 0.136 2.512
C -0.630 0.144 3.668
N -0.695 0.134 4.980
C -0.406 1.338 5.772
C 0.316 0.905 7.031
O -0.439 -0.066 7.736
C -0.646 -1.239 6.969
C -1.415 -0.927 5.699
H -1.344 1.832 6.036
H 0.199 2.023 5.180
H 0.442 1.753 7.701
H 1.304 0.502 6.775
H -1.215 -1.926 7.590
H 0.317 -1.700 6.715
H -2.419 -0.578 5.953
H -1.493 -1.806 5.062
O 0.509 -3.630 0.952
C 1.054 -2.666 0.757

Values from the calculation:
Orbital gap (spin up / spin down) = 6.792 / 6.377 eV
Charge = +1
Relative energy (zero: lowest compared OMol25 entry of this formula, charge and spin) = 62.9 kcal/mol
E_HOMO (spin up / spin down) = -9.82 / -8.98 eV

Results of the Löwdin charge analysis, in e, for atoms 1 through 99: atom 1 (In): 0.72, atom 2 (C): 0.00, atom 3 (C): -0.43, atom 4 (C): -0.02, atom 5 (C): -0.09, atom 6 (C): -0.01, atom 7 (C): -0.05, atom 8 (C): -0.07, atom 9 (C): -0.25, atom 10 (P): 1.05, atom 11 (C): -0.39, atom 12 (C): -0.11, atom 13 (C): -0.07, atom 14 (C): -0.07, atom 15 (C): -0.07, atom 16 (C): -0.11, atom 17 (C): -0.38, atom 18 (C): -0.12, atom 19 (C): -0.07, atom 20 (C): -0.07, atom 21 (C): -0.06, atom 22 (C): -0.09, atom 23 (C): -0.19, atom 24 (O): -0.03, atom 25 (C): -0.19, atom 26 (C): -0.26, atom 27 (C): -0.07, atom 28 (C): -0.05, atom 29 (C): -0.01, atom 30 (C): -0.09, atom 31 (P): 1.07, atom 32 (C): -0.38, atom 33 (C): -0.09, atom 34 (C): -0.06, atom 35 (C): -0.07, atom 36 (C): -0.07, atom 37 (C): -0.13, atom 38 (C): -0.38, atom 39 (C): -0.08, atom 40 (C): -0.09, atom 41 (C): -0.09, atom 42 (C): -0.07, atom 43 (C): -0.12, atom 44 (H): 0.09, atom 45 (H): 0.10, atom 46 (H): 0.09, atom 47 (H): 0.08, atom 48 (H): 0.08, atom 49 (H): 0.11, atom 50 (H): 0.12, atom 51 (H): 0.11, atom 52 (H): 0.11, atom 53 (H): 0.11, atom 54 (H): 0.11, atom 55 (H): 0.11, atom 56 (H): 0.11, atom 57 (H): 0.09, atom 58 (H): 0.07, atom 59 (H): 0.09, atom 60 (H): 0.11, atom 61 (H): 0.11, atom 62 (H): 0.10, atom 63 (H): 0.11, atom 64 (H): 0.11, atom 65 (H): 0.12, atom 66 (H): 0.10, atom 67 (H): 0.11, atom 68 (H): 0.11, atom 69 (H): 0.11, atom 70 (H): 0.08, atom 71 (H): 0.11, atom 72 (H): 0.11, atom 73 (H): 0.11, atom 74 (H): 0.11, atom 75 (H): 0.10, atom 76 (C): -0.06, atom 77 (C): -0.74, atom 78 (C): -0.06, atom 79 (C): -0.08, atom 80 (C): -0.13, atom 81 (H): 0.09, atom 82 (H): 0.09, atom 83 (H): 0.05, atom 84 (H): 0.09, atom 85 (H): 0.08, atom 86 (H): 0.08, atom 87 (H): 0.09, atom 88 (H): 0.05, atom 89 (H): 0.09, atom 90 (H): 0.00, atom 91 (N): 0.16, atom 92 (C): -0.22, atom 93 (N): -0.07, atom 94 (C): -0.10, atom 95 (C): -0.18, atom 96 (O): -0.11, atom 97 (C): -0.18, atom 98 (C): -0.10, atom 99 (H): 0.13

=====

(2)
C50H52As2BaClN4O9S3 as an isolated structure in a non-equilibrium geometry, computed with the ωB97M-V functional and the def2-TZVPD basis.

Geometry (Å):
Ba 0.767 -0.096 1.491
N -1.488 -1.428 0.482
S -2.663 -1.813 -0.119
N -2.804 -0.997 -1.469
S -3.654 0.343 -1.565
N -2.894 1.378 -0.632
S -1.546 2.071 -1.083
N -0.600 1.671 -0.168
C -1.622 3.843 -0.845
C -2.861 4.480 -0.804
C -2.919 5.858 -0.596
C -1.741 6.591 -0.429
C -0.503 5.946 -0.467
C -0.441 4.568 -0.674
C -0.829 1.763 -2.673
C -0.068 0.609 -2.862
C 0.567 0.387 -4.084
C 0.448 1.324 -5.112
C -0.309 2.481 -4.919
C -0.947 2.704 -3.697
C -3.849 0.913 -3.243
C -4.527 2.106 -3.466
C -4.730 2.549 -4.773
C -4.259 1.789 -5.846
C -3.591 0.585 -5.610
C -3.389 0.141 -4.302
C -5.353 0.104 -1.088
C -6.099 -0.859 -1.761
C -7.447 -1.024 -1.444
C -8.036 -0.225 -0.461
C -7.275 0.742 0.202
C -5.927 0.912 -0.117
C -3.936 -1.720 1.110
C -5.010 -2.609 1.067
C -5.973 -2.579 2.077
C -5.853 -1.668 3.130
C -4.773 -0.783 3.170
C -3.811 -0.811 2.160
C -2.389 -3.554 -0.447
C -2.525 -4.048 -1.743
C -2.298 -5.403 -1.987
C -1.945 -6.255 -0.937
C -1.813 -5.752 0.360
C -2.030 -4.396 0.606
H -3.770 3.897 -0.916
H -3.885 6.349 -0.554
H -1.790 7.661 -0.258
H 0.415 6.505 -0.325
H 0.510 4.043 -0.690
H -0.003 -0.115 -2.050
H 1.137 -0.525 -4.223
H 0.932 1.144 -6.066
H -0.424 3.204 -5.718
H -1.558 3.587 -3.553
H -4.894 2.672 -2.618
H -5.250 3.484 -4.943
H -4.407 2.136 -6.862
H -3.210 -0.006 -6.434
H -2.857 -0.781 -4.105
H -5.619 -1.464 -2.520
H -8.027 -1.778 -1.964
H -9.081 -0.358 -0.207
H -7.717 1.358 0.976
H -5.321 1.648 0.398
H -5.108 -3.294 0.232
H -6.821 -3.251 2.026
H -6.609 -1.633 3.906
H -4.679 -0.056 3.969
H -2.975 -0.114 2.156
H -2.789 -3.378 -2.556
H -2.387 -5.784 -2.999
H -1.763 -7.307 -1.131
H -1.531 -6.405 1.179
H -1.914 -3.979 1.603
O 1.768 -2.499 0.657
H 1.265 -3.277 0.309
H 2.716 -2.786 0.636
H -0.421 -1.005 3.631
Cl 2.930 0.866 -0.478
C 2.710 4.657 2.542
O 3.605 3.606 2.507
C 3.359 2.381 3.029
O 2.257 2.168 3.520
C 4.347 1.242 2.956
C 5.672 1.301 2.620
As 6.796 -0.326 2.468
C 7.036 -0.035 0.510
C 5.621 -1.889 2.140
C 4.297 -1.891 2.483
As 3.507 -0.433 3.519
C 4.579 -0.697 5.161
C 3.275 -2.969 2.219
O 2.179 -2.880 2.758
O 3.484 -3.989 1.353
C 2.556 -4.972 1.076
C 6.381 -3.047 1.539
O 5.867 -4.134 1.347
O 7.714 -2.911 1.314
C 8.526 -3.916 0.832
C 6.470 2.559 2.383
O 5.990 3.670 2.518
O 7.800 2.454 2.124
C 8.645 3.530 1.953
H 3.166 5.541 2.053
H 2.466 4.916 3.595
H 1.780 4.385 1.998
H 7.613 0.885 0.302
H 6.041 0.054 0.026
H 7.585 -0.869 0.037
H 5.666 -0.684 4.968
H 4.310 -1.674 5.613
H 4.337 0.111 5.882
H 2.985 -5.683 0.341
H 1.636 -4.522 0.645
H 2.300 -5.529 2.004
H 9.564 -3.533 0.742
H 8.176 -4.242 -0.170
H 8.523 -4.779 1.531
H 9.671 3.158 1.752
H 8.663 4.151 2.874
H 8.310 4.146 1.091
H 0.623 2.090 2.911

Values from the calculation:
Orbital gap (spin up / spin down) = 3.290 / 2.682 eV
Charge = -1
Relative energy (zero: lowest compared OMol25 entry of this formula, charge and spin) = 55.2 kcal/mol
E_HOMO (spin up / spin down) = -2.47 / -1.86 eV

Results of the Löwdin charge analysis, in e, for atoms 1 through 99: atom 1 (Ba): 1.03, atom 2 (N): -0.38, atom 3 (S): 0.58, atom 4 (N): -0.32, atom 5 (S): 0.92, atom 6 (N): -0.31, atom 7 (S): 0.59, atom 8 (N): -0.40, atom 9 (C): -0.30, atom 10 (C): -0.08, atom 11 (C): -0.09, atom 12 (C): -0.09, atom 13 (C): -0.06, atom 14 (C): -0.04, atom 15 (C): -0.31, atom 16 (C): -0.06, atom 17 (C): -0.05, atom 18 (C): -0.08, atom 19 (C): -0.08, atom 20 (C): -0.08, atom 21 (C): -0.32, atom 22 (C): -0.06, atom 23 (C): -0.05, atom 24 (C): -0.06, atom 25 (C): -0.05, atom 26 (C): -0.05, atom 27 (C): -0.33, atom 28 (C): -0.06, atom 29 (C): -0.06, atom 30 (C): -0.06, atom 31 (C): -0.05, atom 32 (C): -0.05, atom 33 (C): -0.32, atom 34 (C): -0.08, atom 35 (C): -0.08, atom 36 (C): -0.08, atom 37 (C): -0.06, atom 38 (C): -0.06, atom 39 (C): -0.30, atom 40 (C): -0.08, atom 41 (C): -0.09, atom 42 (C): -0.09, atom 43 (C): -0.07, atom 44 (C): -0.05, atom 45 (H): 0.08, atom 46 (H): 0.10, atom 47 (H): 0.10, atom 48 (H): 0.11, atom 49 (H): 0.12, atom 50 (H): 0.10, atom 51 (H): 0.11, atom 52 (H): 0.10, atom 53 (H): 0.10, atom 54 (H): 0.11, atom 55 (H): 0.11, atom 56 (H): 0.11, atom 57 (H): 0.11, atom 58 (H): 0.11, atom 59 (H): 0.11, atom 60 (H): 0.12, atom 61 (H): 0.11, atom 62 (H): 0.11, atom 63 (H): 0.11, atom 64 (H): 0.12, atom 65 (H): 0.11, atom 66 (H): 0.10, atom 67 (H): 0.10, atom 68 (H): 0.11, atom 69 (H): 0.10, atom 70 (H): 0.09, atom 71 (H): 0.10, atom 72 (H): 0.10, atom 73 (H): 0.11, atom 74 (H): 0.13, atom 75 (O): -0.29, atom 76 (H): 0.04, atom 77 (H): 0.04, atom 78 (H): -0.26, atom 79 (Cl): -0.51, atom 80 (C): -0.08, atom 81 (O): -0.08, atom 82 (C): -0.48, atom 83 (O): -0.13, atom 84 (C): -0.29, atom 85 (C): -0.29, atom 86 (As): 1.24, atom 87 (C): -0.29, atom 88 (C): -0.35, atom 89 (C): -0.34, atom 90 (As): 1.21, atom 91 (C): -0.30, atom 92 (C): -0.58, atom 93 (O): -0.09, atom 94 (O): -0.11, atom 95 (C): -0.06, atom 96 (C): -0.52, atom 97 (O): 0.05, atom 98 (O): -0.16, atom 99 (C): -0.11